Computed, not measured: 2 unconnected molecules or ions with the total composition C22H34F7N4 at a distorted geometry, with ωB97M-V with the def2-TZVPD basis set.

CARTESIAN COORDINATES (ANGSTROEM)
C 3.8299 -0.0521 2.9298
C 2.8845 1.1220 2.5184
C 1.8983 0.7411 1.3464
C 0.3944 0.8887 1.7470
C -0.3579 2.0962 1.0690
C -0.5319 1.7784 -0.4390
N -0.7458 1.6821 -1.5296
C 0.5559 3.3670 1.0904
C -0.1428 4.5981 0.5647
N -0.8148 5.4345 0.2544
N 1.0907 3.6405 2.4340
C 1.7883 4.7184 2.5054
C 3.0997 4.9817 1.7428
C 1.2567 5.8454 3.3961
C -1.7655 2.3361 1.6805
F -1.6637 3.0551 2.8029
F -2.5853 2.9902 0.8360
C -2.5330 1.0260 2.0622
F -2.1280 0.5372 3.2343
F -2.4474 0.0939 1.0873
C -4.0852 1.2862 2.2382
F -4.5432 0.2346 2.9466
F -4.7328 1.2522 1.0960
F -4.3468 2.3513 2.9526
H 3.3681 -1.0303 2.7022
H 4.8040 0.0532 2.4187
H 4.0047 -0.0026 4.0196
H 3.4403 2.0357 2.2397
H 2.3047 1.3998 3.4171
H 2.1660 1.2422 0.4006
H 2.0807 -0.3393 1.1750
H 0.3052 1.0385 2.8395
H -0.0810 -0.0899 1.5574
H 1.4294 3.1906 0.4211
H 3.8730 4.2240 1.9541
H 2.9449 5.0860 0.6494
H 3.4889 5.9590 2.0804
H 0.7239 5.3676 4.2358
H 0.5497 6.4628 2.8075
H 2.0607 6.4813 3.8094
C -1.9174 -4.3860 -5.5716
C -2.1641 -3.3028 -4.5198
C -0.9524 -2.7970 -3.7436
N -0.3557 -3.7233 -2.6960
C 0.2211 -4.9645 -3.3110
C 0.7735 -2.9756 -1.9764
C 0.1020 -2.2737 -0.8179
C -0.9387 -3.2814 -0.3508
C -1.3564 -4.0633 -1.5936
H -1.8778 -5.3839 -5.1372
H -2.7424 -4.4016 -6.2840
H -0.9978 -4.2042 -6.1310
H -2.9703 -3.6213 -3.8560
H -2.5583 -2.4334 -5.0527
H -1.2393 -1.8893 -3.2099
H -0.1448 -2.5405 -4.4312
H 0.8046 -4.6853 -4.1845
H -0.5875 -5.6398 -3.5682
H 0.8543 -5.4581 -2.5767
H 1.4889 -3.7113 -1.6108
H 1.2646 -2.3049 -2.6796
H -0.3759 -1.3444 -1.1377
H 0.8130 -2.0230 -0.0315
H -1.7878 -2.7884 0.1214
H -0.5150 -3.9633 0.3885
H -2.3567 -3.7872 -1.9137
H -1.3212 -5.1364 -1.4183

Summary:
**Charge**: +1
**Highest occupied orbital energy**: -0.3938 Eh
**Spin multiplicity**: 1
**HOMO-LUMO gap**: 8.342 eV
**Energy**: -48339.537 eV


Computed, not measured: a molecular structure, C22H34I2O14 at a distorted geometry, with ωB97M-V with the def2-TZVPD basis set.

CARTESIAN COORDINATES (ANGSTROEM)
C 2.0394 -1.5177 5.0393
C 2.1778 -0.6441 3.6614
I 4.2583 -1.0082 2.9382
C 1.2032 -1.1140 2.4318
I 1.7662 0.1883 0.7074
C -0.4002 -0.8899 2.6807
C -0.7845 0.0491 3.9686
O -1.1938 -2.1530 2.7160
C -0.6098 -3.1270 3.6492
O -0.9366 -3.2265 4.9444
H 1.0750 -1.2594 5.6608
H 1.9726 -2.6645 4.7454
H 2.9547 -1.3587 5.7567
H 2.1276 0.5297 3.8184
H 1.5088 -2.1966 2.0924
H -0.8055 -0.3085 1.7195
H -0.9976 -0.6177 4.9337
H -0.0568 0.9425 4.1715
H -1.8399 0.5447 3.7115
H 0.2261 -3.8901 3.2690
C 6.0941 -4.5977 -0.8560
C 5.7984 -4.7098 0.6277
C 5.7182 -6.1274 1.1141
O 4.8235 -6.0321 2.2069
C 4.0239 -4.9515 1.9638
O 3.0145 -4.6853 2.5927
O 4.5041 -4.2083 0.9216
H 5.2441 -4.9448 -1.4554
H 6.2588 -3.5491 -1.1266
H 6.9825 -5.1708 -1.1304
H 6.5288 -4.1310 1.2055
H 6.6905 -6.5041 1.4449
H 5.2998 -6.8210 0.3777
C 0.7520 2.0032 -5.2404
C 0.9509 1.8460 -3.7448
C 0.8997 3.1461 -2.9967
O 1.7331 2.8965 -1.8800
C 2.6216 1.9324 -2.2636
O 3.6088 1.6113 -1.6251
O 2.2586 1.3756 -3.4583
H 1.6085 2.5091 -5.7017
H 0.6798 1.0181 -5.7140
H -0.1578 2.5641 -5.4654
H 0.2316 1.1245 -3.3395
H -0.1150 3.3936 -2.6715
H 1.3095 3.9919 -3.5581
C -4.4709 0.9449 5.5993
C -4.2387 2.3891 5.1968
C -5.1351 3.3583 5.9107
O -5.2560 4.4164 4.9782
C -5.0623 3.8705 3.7410
O -5.2872 4.4460 2.6905
O -4.5840 2.5932 3.8358
H -5.4433 0.5866 5.2412
H -3.7130 0.3017 5.1392
H -4.4210 0.8196 6.6832
H -3.1826 2.6542 5.3252
H -4.6918 3.7173 6.8441
H -6.1330 2.9602 6.1209
C -4.5311 2.4605 -8.3745
C -3.4331 1.8352 -7.5351
C -2.4715 2.8384 -6.9682
O -1.2730 2.0935 -6.8570
C -1.3373 1.1072 -7.8000
O -0.3989 0.3997 -8.1229
O -2.5924 1.0185 -8.3348
H -4.1291 2.8707 -9.3085
H -5.2647 1.6984 -8.6591
H -5.0479 3.2534 -7.8293
H -3.8674 1.2096 -6.7463
H -2.7894 3.2039 -5.9874
H -2.2924 3.6949 -7.6261

Summary:
**Highest occupied orbital energy**: -0.3086 Eh
**Spin multiplicity**: 1
**HOMO-LUMO gap**: 8.483 eV
**Energy**: -68228.407 eV


Computed, not measured: a molecular structure, C22H34IN3O2Yb at a distorted geometry, with ωB97M-V with the def2-TZVPD basis set.

CARTESIAN COORDINATES (ANGSTROEM)
C 1.4532 -4.5443 4.7397
C 1.8868 -3.5246 3.7390
O 1.1116 -2.3368 3.9287
C 1.1299 -1.4208 2.8991
C -0.1859 -0.6880 2.9413
O -0.0419 0.6499 2.4108
C -0.7471 0.9527 1.1817
C -0.1400 0.4801 -0.1246
C -0.8221 -0.2376 -1.0523
C -2.2210 -0.6489 -0.7588
C -3.3044 0.4555 -0.9342
C -2.8486 1.8841 -1.1473
C -3.9813 2.7716 -1.6951
N -4.2373 4.0403 -1.0218
C -0.1835 -0.5522 -2.3047
C -0.8345 -1.3446 -3.3924
I -2.3487 -0.1773 -4.3337
C -1.3106 -2.7579 -3.0738
C -1.2172 -3.6442 -4.2923
C 1.0612 -0.1265 -2.5789
C 1.8079 0.6064 -1.6636
N 3.0581 1.0133 -1.9192
C 3.7131 1.6643 -1.0078
C 3.1526 1.9303 0.2326
C 3.9573 2.6965 1.2959
C 3.7313 4.2036 1.1810
N 1.9362 1.5338 0.4975
C 1.2057 0.8979 -0.4346
H 0.4714 -4.9131 4.4959
H 1.4263 -4.1068 5.7232
H 2.1475 -5.3654 4.7475
H 2.9366 -3.2899 3.8577
H 1.7198 -3.8865 2.7317
H 1.9531 -0.6969 3.0178
H 1.2633 -1.9101 1.9404
H -0.5197 -0.6194 3.9626
H -0.9250 -1.2096 2.3581
H -0.7751 2.0368 1.1524
H -1.7732 0.6407 1.2764
H -2.4986 -1.4958 -1.3494
H -2.2460 -0.9956 0.2640
H -3.9536 0.1572 -1.7369
H -3.9106 0.4407 -0.0405
H -2.0281 1.9211 -1.8484
H -2.5709 2.3169 -0.1941
H -4.9048 2.2161 -1.7126
H -3.7417 3.0159 -2.7185
H -4.6335 3.8735 -0.1068
H -3.3621 4.5154 -0.8509
H -0.0922 -1.4388 -4.1636
H -0.7223 -3.1516 -2.2549
H -2.3437 -2.7452 -2.7730
H -1.7281 -4.5748 -4.1127
H -1.7106 -3.1700 -5.1256
H -0.1930 -3.8524 -4.5571
H 1.5256 -0.3488 -3.5164
H 4.7115 1.9820 -1.2351
H 3.6091 2.3996 2.2889
H 4.9953 2.4412 1.1995
H 3.9024 4.7011 2.1229
H 2.7406 4.4306 0.8047
H 4.4484 4.6011 0.4848
Yb 2.0014 2.3043 2.5560

Summary:
**Charge**: +2
**Highest occupied orbital energy**: -0.4918 Eh
**Spin multiplicity**: 1
**HOMO-LUMO gap**: 5.754 eV
**Energy**: -71543.871 eV


Computed, not measured: a molecular structure, C22H34N2O5P2Ti at a distorted geometry, with ωB97M-V with the def2-TZVPD basis set.

CARTESIAN COORDINATES (ANGSTROEM)
Ti -0.0582 -0.0691 -0.7467
P 2.5146 -0.3401 -1.1457
P -2.6943 -0.0784 -0.7518
N -0.1284 0.6427 -2.3960
H 1.1913 -2.6069 1.1459
C 3.1583 -1.8353 -1.9644
H 4.2589 -1.8285 -1.9825
H 2.7655 -1.8671 -2.9906
H 2.7972 -2.7187 -1.4172
C 3.3917 -0.2929 0.4519
H 4.4739 -0.4113 0.2974
H 3.0197 -1.1024 1.0976
H 3.1870 0.6686 0.9439
C 3.2068 1.0642 -2.0896
H 4.3046 1.0999 -2.0265
H 2.7772 1.9879 -1.6754
H 2.8919 0.9788 -3.1391
C -3.6506 -1.4675 -1.4563
H -4.7348 -1.3074 -1.3493
H -3.3619 -2.3959 -0.9417
H -3.3932 -1.5590 -2.5214
C -3.2758 0.0270 0.9754
H -4.3754 0.0400 1.0034
H -2.8783 0.9440 1.4353
H -2.9004 -0.8423 1.5353
C -3.3617 1.4196 -1.5570
H -4.4376 1.5428 -1.3636
H -3.1757 1.3473 -2.6379
H -2.8042 2.2818 -1.1636
C -0.1301 1.4547 -3.4449
C -0.0863 1.8607 -5.8649
C -0.1228 0.9785 -4.8018
C -0.1214 2.8804 -3.2463
C -0.0874 3.7513 -4.3217
C -0.0706 3.2509 -5.6357
H -0.0687 1.4677 -6.8886
H -0.1384 -0.1075 -4.9455
H -0.1325 3.2385 -2.2102
H -0.0721 4.8301 -4.1325
H -0.0422 3.9403 -6.4769
C 0.1368 -2.7730 0.8591
O -0.1874 -1.7562 -0.0879
C 0.0274 -4.1449 0.2141
H -0.2823 -4.8878 0.9591
H 1.0028 -4.4377 -0.1868
H -0.7048 -4.1466 -0.6018
C -0.6678 -2.7208 2.1469
H -1.5998 -3.2898 2.0411
H -0.9111 -1.7105 2.4839
H -0.0613 -3.1985 2.9297
O -0.3002 3.1653 1.5189
C 0.0540 2.0100 1.6493
O 0.2205 1.1521 0.6389
C 0.2874 1.4116 2.9994
C 0.9018 0.1461 3.1248
C 1.0113 -0.4642 4.3613
C 0.5031 0.1860 5.4975
C -0.1076 1.4520 5.3908
C -0.2143 2.0613 4.1458
N 0.5668 -0.4855 6.7466
O 1.0746 -1.6344 6.7689
O 0.1135 0.0870 7.7635
H 1.2586 -0.3716 2.2321
H 1.4707 -1.4450 4.4644
H -0.5011 1.9027 6.3014
H -0.7271 3.0251 4.0377

Summary:
**ΔE to the lowest compared entry with this formula, charge and spin**: 0.0 kcal per mole
**Highest occupied orbital energy**: -0.2487 Eh
**Spin multiplicity**: 1
**HOMO-LUMO gap**: 5.522 eV
**Energy**: -78276.674 eV


Computed, not measured: C22H34N4O in the gas phase, with ωB97M-V with the def2-TZVPD basis set.

CARTESIAN COORDINATES (ANGSTROEM)
C 1.0029 -7.4333 -2.2025
C 0.3920 -6.5475 -1.1257
H -0.5941 -6.2048 -1.4456
H 0.2661 -7.1151 -0.2022
C 1.2820 -5.3354 -0.8340
N 0.7236 -4.5013 0.1933
C -0.1788 -3.5019 0.0602
C -0.4480 -3.0450 1.3404
C 0.3484 -3.8455 2.1724
N 1.0415 -4.7192 1.4688
H 0.4371 -3.8160 3.2406
C -1.3667 -1.9347 1.7273
N -1.0072 -0.7038 1.0386
C -1.9977 0.3418 1.1998
C -1.6074 1.5241 0.3085
N -0.2831 2.0500 0.5981
C -0.2156 2.8869 1.7881
H 0.1120 2.3240 2.6743
C 0.7393 4.0744 1.5823
C 0.2124 5.0481 0.5660
C -0.9374 5.7831 0.8319
C -1.4437 6.6669 -0.1028
C -0.8045 6.8319 -1.3203
C 0.3471 6.1150 -1.5906
C 0.8516 5.2316 -0.6521
H 1.7563 4.6840 -0.8705
H 0.8550 6.2402 -2.5349
H -1.2009 7.5212 -2.0511
H -2.3382 7.2311 0.1196
H -1.4365 5.6685 1.7845
H 1.7168 3.7046 1.2690
H 0.8596 4.5796 2.5444
H -1.2138 3.2771 1.9969
C 0.7173 0.9818 0.5899
C 0.2892 -0.2105 1.4611
H 0.2679 0.0910 2.5268
H 1.0188 -1.0161 1.3594
C 1.0249 0.5009 -0.8342
H 1.8311 -0.2323 -0.7759
H 0.1491 0.0060 -1.2503
C 1.4574 1.6360 -1.7651
O 0.4114 2.5057 -2.1007
H 0.0327 2.8222 -1.2640
H 2.2874 2.1902 -1.2970
H 1.8191 1.2209 -2.7106
H 1.6394 1.4004 1.0101
H -1.6170 1.1919 -0.7321
H -2.3355 2.3320 0.4099
H -2.0774 0.6704 2.2543
H -2.9731 -0.0421 0.8894
H -1.3474 -1.8121 2.8257
H -2.3930 -2.1850 1.4351
C -0.7037 -3.0310 -1.2457
H 0.1111 -2.7621 -1.9179
H -1.3189 -2.1526 -1.0763
H -1.3050 -3.8006 -1.7300
H 1.4208 -4.7423 -1.7420
H 2.2564 -5.6766 -0.4761
H 1.1241 -6.8797 -3.1312
H 1.9791 -7.7959 -1.8893
H 0.3639 -8.2911 -2.3955

Summary:
**ΔE to the lowest compared entry with this formula, charge and spin**: 0.9 kcal per mole
**Highest occupied orbital energy**: -0.3061 Eh
**Spin multiplicity**: 1
**HOMO-LUMO gap**: 9.114 eV
**SMILES**: CCCn1ncc(CN2CCN(CCc3ccccc3)[C@H](CCO)C2)c1C
**Energy**: -31373.668 eV


Computed, not measured: a molecular structure, C22H34N4OSZn, with ωB97M-V with the def2-TZVPD basis set.

CARTESIAN COORDINATES (ANGSTROEM)
Zn -0.3347 -0.2819 -0.9758
C -1.2998 -3.4916 -1.8589
C -0.9230 -3.1867 -0.4149
N -1.2927 -1.8391 0.0856
C -2.7365 -1.5162 0.1325
C -3.1844 -0.7476 -1.1062
N -2.3005 0.4157 -1.3757
C -2.4669 0.8931 -2.7732
C -1.5241 2.0291 -3.2157
C -0.2850 2.3437 -2.3836
N 0.6314 1.2104 -2.1065
C 1.2985 0.5811 -3.2666
C 0.5584 -0.6687 -3.7282
N 0.2456 -1.5663 -2.5872
C -0.7630 -2.5838 -2.9856
H -2.3868 -3.5408 -1.9457
H -0.9593 -4.5122 -2.0364
H 0.1572 -3.2745 -0.2775
H -1.3826 -3.9522 0.2158
H -0.9275 -1.7794 1.0312
H -2.9060 -0.9048 1.0211
H -3.3465 -2.4160 0.2425
H -4.2251 -0.4372 -0.9937
H -3.1375 -1.3913 -1.9840
H -2.5629 1.1672 -0.7420
H -3.5030 1.1980 -2.9348
H -2.3118 0.0185 -3.4037
H -2.0855 2.9636 -3.2563
H -1.2296 1.8333 -4.2488
H -0.5797 2.7362 -1.4070
H 0.2597 3.1443 -2.8907
H 1.3520 1.5710 -1.4892
H 2.3091 0.3112 -2.9556
H 1.3954 1.2787 -4.1019
H 1.1467 -1.1858 -4.4892
H -0.3894 -0.3964 -4.1914
H 1.1028 -2.0508 -2.3288
H -0.3520 -3.2008 -3.7872
H -1.5873 -2.0281 -3.4320
O 0.7237 0.2539 0.6692
S 0.4395 1.1615 1.8777
C 0.3854 0.0725 3.2657
C -0.6788 0.2300 4.1433
C -0.7549 -0.5970 5.2573
C 0.2165 -1.5637 5.4649
C 1.2736 -1.7149 4.5699
C 1.3694 -0.8913 3.4630
C 1.9518 2.0463 2.1277
C 1.8837 3.2169 2.8690
C 3.0561 3.9161 3.1171
C 4.2619 3.4486 2.6143
C 4.3094 2.2811 1.8607
C 3.1487 1.5661 1.6116
H -1.4292 0.9913 3.9677
H -1.5699 -0.4838 5.9589
H 0.1563 -2.2057 6.3334
H 2.0298 -2.4673 4.7481
H 2.1954 -0.9891 2.7704
H 0.9361 3.5781 3.2503
H 3.0253 4.8283 3.6968
H 5.1728 3.9988 2.8077
H 5.2541 1.9250 1.4728
H 3.1695 0.6553 1.0278

Summary:
**Charge**: +2
**Highest occupied orbital energy**: -0.5319 Eh
**Spin multiplicity**: 1
**HOMO-LUMO gap**: 9.546 eV
**Energy**: -90615.092 eV


Computed, not measured: a molecular structure, C22H34N4TeTi, with ωB97M-V with the def2-TZVPD basis set.

CARTESIAN COORDINATES (ANGSTROEM)
Ti -1.1160 0.2220 -0.4729
C -2.3503 -2.1348 1.3781
C -1.7192 -1.1029 2.3108
N -1.5022 0.2447 1.7214
C -2.5941 1.2488 1.8674
C -3.2896 1.6078 0.5492
N -2.3207 2.0234 -0.5021
C -2.9437 2.3780 -1.8084
C -3.0257 1.2080 -2.7907
C -1.7373 0.8272 -3.5254
N -0.6592 0.2530 -2.6705
C -0.3969 -1.1942 -2.8622
C -1.5844 -2.0311 -2.4036
N -2.0599 -1.6529 -1.0440
C -1.5779 -2.4840 0.0955
H -2.4698 -3.0474 1.9639
H -3.3696 -1.8326 1.1102
H -2.3262 -1.0199 3.2160
H -0.7334 -1.4600 2.6166
H -0.6845 0.6212 2.1948
H -3.3478 0.8825 2.5678
H -2.1668 2.1527 2.3060
H -3.8548 0.7508 0.1660
H -4.0105 2.4072 0.7388
H -1.8176 2.8353 -0.1513
H -3.9477 2.7707 -1.6306
H -2.3565 3.1874 -2.2442
H -3.4647 0.3348 -2.2946
H -3.7490 1.4890 -3.5596
H -1.9801 0.1222 -4.3241
H -1.3385 1.7177 -4.0140
H 0.2008 0.7414 -2.8930
H -0.1774 -1.4311 -3.9079
H 0.4968 -1.4414 -2.2816
H -2.4175 -1.8723 -3.0895
H -1.3357 -3.0938 -2.4433
H -3.0714 -1.7375 -1.0433
H -1.7172 -3.5377 -0.1556
H -0.4970 -2.3240 0.2217
Te 1.6584 0.7753 0.1249
C 3.5196 0.2936 -0.7175
C 4.4700 1.2974 -0.8578
C 5.7106 0.9803 -1.3906
C 5.9915 -0.3225 -1.7780
C 5.0349 -1.3186 -1.6371
C 3.7915 -1.0149 -1.1039
C 1.9166 0.4906 2.1936
C 2.1271 -0.7819 2.7194
C 2.2654 -0.9406 4.0903
C 2.1789 0.1621 4.9315
C 1.9655 1.4276 4.4048
C 1.8407 1.5991 3.0317
H 4.2522 2.3132 -0.5555
H 6.4586 1.7534 -1.5012
H 6.9618 -0.5632 -2.1905
H 5.2582 -2.3334 -1.9375
H 3.0481 -1.7932 -0.9854
H 2.2019 -1.6425 2.0655
H 2.4464 -1.9244 4.5024
H 2.2903 0.0347 5.9997
H 1.9159 2.2874 5.0593
H 1.7090 2.5923 2.6201

Summary:
**Charge**: +2
**Highest occupied orbital energy (spin up / spin down)**: -0.4856 / -0.5245 Eh
**Spin multiplicity**: 3
**HOMO-LUMO gap (spin up / spin down)**: 8.083 / 9.211 eV
**⟨S²⟩**: 2.003
**Energy**: -59721.569 eV